--- i ---
The following is a DFT calculation (wB97M-V/def2-TZVPD) of a structure of composition C2H6NO3.

Geometry as ORCA input:
```
! RIJCOSX wB97M-V def2-TZVPD def2/J DEFGRID3
* xyz -1 1
O -0.68 1.48 0.76
C 0.04 0.46 0.64
N 0.68 -0.04 -0.39
C 1.77 -1.55 -0.45
O 2.44 -1.71 -1.48
H -0.03 -0.26 1.48
H 1.31 0.63 -0.82
H 2.22 -1.29 0.55
H 0.96 -2.25 -0.16
H -2.12 1.52 0.14
H -3.64 1.24 0.09
O -2.96 1.77 -0.36
*
```

The calculation puts the HOMO energy at -4.2 eV. Its LUMO energy is 4.0 eV. The calculation puts the gap between HOMO and LUMO at 8.234 eV. The molecular weight is 92.07 u.



--- ii ---
The following is a DFT calculation (wB97M-V/def2-TZVPD) of a cluster of 2 separate species, C2H6NO3 in total.

Geometry as ORCA input:
```
! RIJCOSX wB97M-V def2-TZVPD def2/J DEFGRID3
* xyz -1 1
O 1.10 -0.96 2.16
C 0.44 -0.63 1.14
O 0.10 -1.33 0.16
C -0.15 0.80 1.21
N -0.75 1.23 -0.07
H -0.94 0.77 1.97
H 0.54 1.54 1.62
H -0.78 0.38 -0.62
H -0.13 1.90 -0.50
H 0.59 -1.49 -1.71
H -0.40 -1.29 -2.90
O 0.38 -0.93 -2.47
*
```

The calculation puts the HOMO energy at -3.9 eV. Its LUMO energy is 4.1 eV. The calculation puts the gap between HOMO and LUMO at 8.006 eV. The molecular weight is 92.07 u.



Least stable structure: i



--- i ---
The following is a DFT calculation (wB97M-V/def2-TZVPD) of a cluster of 2 separate species, C2H6NO3 in total.

Geometry as ORCA input:
```
! RIJCOSX wB97M-V def2-TZVPD def2/J DEFGRID3
* xyz -1 1
C 0.17 -1.83 0.22
N -0.54 -0.59 -0.09
C -0.58 0.37 0.97
O -0.63 1.58 0.64
O -0.57 -0.08 2.13
H 0.19 -2.07 1.27
H -0.35 -2.66 -0.30
H 1.19 -1.83 -0.18
H -0.29 -0.27 -1.01
H -0.11 2.11 -0.75
H 1.20 2.80 -1.30
O 0.33 2.47 -1.59
*
```

The calculation puts the HOMO energy at -4.5 eV. Its LUMO energy is 4.2 eV. The calculation puts the gap between HOMO and LUMO at 8.645 eV. The molecular weight is 92.07 u.



--- ii ---
The following is a DFT calculation (wB97M-V/def2-TZVPD) of a cluster of 2 separate species, C2H6NO3 in total.

Geometry as ORCA input:
```
! RIJCOSX wB97M-V def2-TZVPD def2/J DEFGRID3
* xyz -1 1
C -0.50 -2.01 -1.11
N 0.44 -2.61 -0.18
C 1.06 -1.71 0.80
O 1.19 -2.23 1.91
O 1.48 -0.64 0.39
H -1.45 -1.96 -0.64
H -0.25 -1.05 -1.44
H -0.66 -2.58 -2.06
H 0.07 -3.29 0.55
H -0.08 5.68 0.05
H -0.52 6.65 1.03
O -0.77 5.76 0.69
*
```

The calculation puts the HOMO energy at -3.8 eV. Its LUMO energy is 2.8 eV. The calculation puts the gap between HOMO and LUMO at 6.521 eV. The molecular weight is 92.07 u.



Least stable structure: ii



--- i ---
The following is a DFT calculation (wB97M-V/def2-TZVPD) of a cluster of 2 separate species, C4H10O4 in total.

Geometry as ORCA input:
```
! RIJCOSX wB97M-V def2-TZVPD def2/J DEFGRID3
* xyz 0 1
C 1.55 1.21 -1.58
C 0.27 0.41 -1.13
O 0.62 -0.80 -0.61
C -0.53 1.34 -0.20
C -1.38 0.62 0.71
O -1.41 -0.55 0.83
O -2.32 1.35 1.37
H 1.40 1.04 -2.68
H 2.43 0.96 -1.13
H 1.33 2.34 -1.42
H -0.39 0.14 -1.98
H 0.83 -0.79 0.37
H 0.16 1.96 0.39
H -1.05 2.00 -0.90
H -2.82 0.78 2.01
O 2.45 -2.94 0.64
H 1.58 -3.37 0.98
H 2.38 -3.08 -0.29
*
```

The calculation puts the HOMO energy at -9.5 eV. Its LUMO energy is 0.7 eV. The calculation puts the gap between HOMO and LUMO at 10.196 eV. The molecular weight is 122.12 u. As for the SMILES: C[C@@H](O)CC(=O)O.O.



--- ii ---
The following is a DFT calculation (wB97M-V/def2-TZVPD) of a structure of composition C4H10O4.

Geometry as ORCA input:
```
! RIJCOSX wB97M-V def2-TZVPD def2/J DEFGRID3
* xyz 0 1
C -1.96 -0.07 -0.40
O -1.90 -1.42 -0.14
O -2.44 0.72 0.49
H -1.45 1.19 1.08
H -1.85 -1.53 0.82
H -2.23 0.09 -1.45
H -0.66 0.28 -0.47
C 1.32 -1.49 0.17
C 1.32 1.34 -0.51
C 0.33 0.69 0.43
O 0.68 -0.52 1.00
O -0.32 1.46 1.23
H 0.75 -1.67 -0.74
H 1.36 -2.41 0.75
H 2.34 -1.19 -0.08
H 2.21 1.62 0.06
H 1.62 0.69 -1.33
H 0.87 2.24 -0.91
*
```

The calculation puts the HOMO energy at -10.2 eV. Its LUMO energy is 0.6 eV. The calculation puts the gap between HOMO and LUMO at 10.792 eV. The molecular weight is 122.12 u.



Least stable structure: ii



--- i ---
The following is a DFT calculation (wB97M-V/def2-TZVPD) of an isolated molecule of C4H10O4.

Geometry as ORCA input:
```
! RIJCOSX wB97M-V def2-TZVPD def2/J DEFGRID3
* xyz 0 1
O 2.10 0.25 -1.00
C 1.99 0.05 0.38
C 0.52 -0.45 0.57
O 0.32 -1.47 -0.40
C -0.56 0.65 0.47
O -0.40 1.46 -0.66
C -1.95 0.07 0.34
O -2.03 -0.57 -0.94
H 1.51 0.94 -1.29
H 2.69 -0.89 0.51
H 2.23 0.91 0.96
H 0.33 -0.93 1.52
H 0.90 -1.27 -1.17
H -0.36 1.19 1.42
H -1.05 1.07 -1.29
H -2.71 0.87 0.34
H -2.16 -0.63 1.17
H -1.37 -1.25 -0.91
*
```

The calculation puts the HOMO energy at -9.7 eV. Its LUMO energy is 0.8 eV. The calculation puts the gap between HOMO and LUMO at 10.530 eV. The molecular weight is 122.12 u. As for the SMILES: OC[C@H](O)[C@@H](O)CO.



--- ii ---
The following is a DFT calculation (wB97M-V/def2-TZVPD) of an isolated molecule of C4H10O4.

Geometry as ORCA input:
```
! RIJCOSX wB97M-V def2-TZVPD def2/J DEFGRID3
* xyz 0 1
C -2.60 1.54 0.53
C -1.11 1.72 0.54
O -0.60 0.39 0.86
O 0.85 0.38 0.64
C 1.37 -0.79 -0.07
C 0.44 -1.86 -0.71
O 2.25 -0.53 -1.17
O 3.42 -1.31 -0.93
H -2.91 1.18 -0.49
H -2.87 0.82 1.34
H -3.04 2.55 0.67
H -0.77 2.26 -0.44
H -0.88 2.41 1.30
H 1.86 -1.33 0.81
H 0.08 -2.61 -0.05
H -0.38 -1.42 -1.18
H 0.99 -2.41 -1.53
H 3.90 -0.97 -0.13
*
```

The calculation puts the HOMO energy at -9.8 eV. Its LUMO energy is 0.9 eV. The calculation puts the gap between HOMO and LUMO at 10.692 eV. The molecular weight is 122.12 u. As for the SMILES: CCOO[C@@H](C)OO.



--- iii ---
The following is a DFT calculation (wB97M-V/def2-TZVPD) of a cluster of 2 separate species, C4H10O4 in total.

Geometry as ORCA input:
```
! RIJCOSX wB97M-V def2-TZVPD def2/J DEFGRID3
* xyz 0 1
O 2.50 0.43 0.20
C 1.69 -0.46 0.14
O 1.82 -1.44 -0.79
C 0.41 -0.61 0.91
C -0.23 0.79 1.18
C -1.77 0.72 1.11
O -2.30 1.82 0.36
H 2.68 -1.28 -1.22
H -0.24 -1.18 0.23
H 0.59 -1.13 1.84
H 0.07 1.50 0.42
H 0.17 1.02 2.17
H -2.24 0.76 2.09
H -2.05 -0.15 0.52
H -1.80 2.61 0.57
O 0.31 -0.89 -3.56
H -0.06 -1.79 -3.55
H 0.46 -0.72 -2.61
*
```

The calculation puts the HOMO energy at -10.5 eV. Its LUMO energy is 0.6 eV. The calculation puts the gap between HOMO and LUMO at 11.120 eV. The molecular weight is 122.12 u. As for the SMILES: O=C(O)CCCO.O.



--- iv ---
The following is a DFT calculation (wB97M-V/def2-TZVPD) of a cluster of 3 separate species, C4H10O4 in total.

Geometry as ORCA input:
```
! RIJCOSX wB97M-V def2-TZVPD def2/J DEFGRID3
* xyz 0 1
O 0.90 -0.88 -1.90
C 0.68 0.26 -1.57
C -0.34 0.58 -0.51
C -0.54 -0.64 0.40
C -1.47 -0.24 1.52
O -1.07 0.39 2.48
H 1.33 1.03 -2.02
H 0.12 1.29 0.17
H -1.27 1.03 -0.87
H 0.38 -1.04 0.83
H -1.06 -1.42 -0.16
H -2.56 -0.39 1.39
O 0.08 3.37 1.49
H -0.27 2.51 1.75
H -0.63 3.72 0.93
O 1.79 -3.57 -1.21
H 2.53 -3.06 -0.85
H 1.40 -2.96 -1.86
*
```

The calculation puts the HOMO energy at -10.4 eV. Its LUMO energy is 0.5 eV. The calculation puts the gap between HOMO and LUMO at 10.964 eV. The molecular weight is 122.12 u. As for the SMILES: O=CCCC=O.O.O.



Least stable structure: ii



--- i ---
The following is a DFT calculation (wB97M-V/def2-TZVPD) of an isolated molecule of C2H6N2O.

Geometry as ORCA input:
```
! RIJCOSX wB97M-V def2-TZVPD def2/J DEFGRID3
* xyz 0 1
N 1.55 0.11 -1.11
C 0.92 0.54 0.11
N -0.57 0.85 0.08
C -1.28 -0.34 0.33
O -0.86 -1.30 0.93
H 1.15 -0.82 -1.33
H 1.11 0.68 -1.83
H 1.40 1.48 0.46
H 1.10 -0.13 0.94
H -0.85 1.16 -0.85
H -2.33 -0.25 0.00
*
```

The calculation puts the HOMO energy at -10.2 eV. Its LUMO energy is 0.8 eV. The calculation puts the gap between HOMO and LUMO at 10.969 eV. The molecular weight is 74.08 u. As for the SMILES: NCNC=O.



--- ii ---
The following is a DFT calculation (wB97M-V/def2-TZVPD) of an isolated molecule of C2H6N2O.

Geometry as ORCA input:
```
! RIJCOSX wB97M-V def2-TZVPD def2/J DEFGRID3
* xyz 0 1
N -1.28 0.71 -0.37
C 0.20 0.65 -0.47
C 0.85 -0.19 0.63
N 0.31 -1.46 0.75
O 1.98 0.05 0.99
H -1.56 1.68 -0.44
H -1.70 0.28 -1.18
H 0.58 1.66 -0.35
H 0.53 0.20 -1.41
H -0.57 -1.61 0.29
H 0.66 -1.96 1.55
*
```

The calculation puts the HOMO energy at -9.4 eV. Its LUMO energy is 0.8 eV. The calculation puts the gap between HOMO and LUMO at 10.191 eV. The molecular weight is 74.08 u. As for the SMILES: NCC(N)=O.



--- iii ---
The following is a DFT calculation (wB97M-V/def2-TZVPD) of an isolated molecule of C2H6N2O.

Geometry as ORCA input:
```
! RIJCOSX wB97M-V def2-TZVPD def2/J DEFGRID3
* xyz 0 1
C 1.07 -1.22 0.15
C 0.38 0.12 0.68
O 0.74 0.34 1.85
N -0.60 0.96 0.12
N -1.13 0.77 -1.16
H 0.84 -1.79 1.06
H 0.58 -1.71 -0.75
H 2.18 -1.08 0.06
H -1.10 1.34 1.01
H -2.13 0.64 -1.32
H -0.82 1.63 -1.71
*
```

The calculation puts the HOMO energy at -9.5 eV. Its LUMO energy is 0.9 eV. The calculation puts the gap between HOMO and LUMO at 10.404 eV. The molecular weight is 74.08 u. As for the SMILES: CC(=O)NN.



Least stable structure: iii



--- i ---
The following is a DFT calculation (wB97M-V/def2-TZVPD) of an isolated molecule of C2H6N2O.

Geometry as ORCA input:
```
! RIJCOSX wB97M-V def2-TZVPD def2/J DEFGRID3
* xyz 0 1
N -1.17 0.99 1.45
N -0.59 -0.16 0.88
C 0.26 0.08 -0.42
C 0.58 -0.97 -1.34
O 1.58 -0.33 -0.47
H -0.36 1.54 1.81
H -1.74 1.19 0.59
H 0.05 -0.68 1.48
H 0.01 1.09 -0.69
H 0.53 -1.98 -0.92
H 0.86 -0.77 -2.37
*
```

The calculation puts the HOMO energy at -8.7 eV. Its LUMO energy is 1.1 eV. The calculation puts the gap between HOMO and LUMO at 9.757 eV. The molecular weight is 74.08 u. As for the SMILES: NN[C@@H]1CO1.



--- ii ---
The following is a DFT calculation (wB97M-V/def2-TZVPD) of a structure of composition C2H6N2O.

Geometry as ORCA input:
```
! RIJCOSX wB97M-V def2-TZVPD def2/J DEFGRID3
* xyz 0 1
C 0.45 -1.20 -1.01
N 0.13 1.54 0.63
N 0.57 -0.87 0.38
C -0.98 0.95 0.88
O -1.08 -0.33 0.79
H 0.18 2.53 0.84
H 1.30 -0.16 0.49
H -1.92 1.46 1.11
H -0.38 -1.89 -1.15
H 1.39 -1.70 -1.29
H 0.32 -0.34 -1.67
*
```

The calculation puts the HOMO energy at -9.6 eV. Its LUMO energy is 0.2 eV. The calculation puts the gap between HOMO and LUMO at 9.735 eV. The molecular weight is 74.08 u.



Least stable structure: i